1.
Computed, not measured: a structure of composition C17H25F5NNdO2P2 at a distorted geometry, with ωB97M-V/def2-TZVPD.

CARTESIAN COORDINATES (ANGSTROEM)
C (-2.7509, -2.6480, 1.4605)
C (-1.6739, -2.0550, 0.7633)
N (-0.9163, -1.0539, 1.3711)
C (-1.1006, -0.8179, 2.6930)
C (-2.1221, -1.4182, 3.4087)
C (-2.9709, -2.3284, 2.7872)
C (-1.3731, -2.4856, -0.5660)
P (0.2061, -2.4138, -1.3839)
Nd (-0.0090, 0.3016, -0.4381)
P (0.5370, 1.5318, 2.6491)
C (-0.1003, 0.0448, 3.4542)
O (-5.4459, -1.7024, -1.7135)
O (-0.8603, 0.2960, -4.2239)
H (-3.3609, -3.3720, 0.9321)
H (-2.2316, -1.1537, 4.4621)
H (-3.7756, -2.7934, 3.3452)
C (1.1300, -3.9289, -0.9232)
C (-0.2254, -2.6915, -3.1346)
H (-0.5725, 0.3806, 4.3947)
H (0.7865, -0.5548, 3.7359)
H (-5.8460, -1.4344, -2.5395)
H (-2.1909, -3.0110, -1.0669)
C (2.0390, 2.0995, 3.4469)
C (-0.7143, 2.8293, 2.6696)
H (-0.5756, 2.1974, 0.3978)
H (-0.3665, 0.9668, -4.7131)
H (-1.7860, 0.5334, -4.3171)
H (-5.5016, -0.9070, -1.1538)
H (1.0189, 1.2330, 1.3245)
H (-0.9370, 2.2930, -0.2783)
H (0.7814, -4.7947, -1.5058)
H (2.1975, -3.7702, -1.1326)
H (1.0182, -4.1370, 0.1494)
H (-0.7936, -3.6241, -3.2380)
H (-0.7931, -1.8465, -3.5409)
H (0.7047, -2.7645, -3.7114)
H (-0.7347, 3.3303, 3.6486)
H (-0.4732, 3.5812, 1.9035)
H (-1.7048, 2.4050, 2.4398)
H (1.8095, 2.6703, 4.3581)
H (2.6687, 1.2360, 3.7063)
H (2.5832, 2.7450, 2.7433)
F (0.8435, 4.0942, -1.4488)
C (1.8630, 3.2242, -1.6996)
C (1.7534, 1.9042, -1.3186)
C (2.8345, 1.0744, -1.5632)
F (2.7631, -0.2440, -1.0938)
C (3.9906, 1.4984, -2.2187)
F (4.9972, 0.6383, -2.4853)
C (4.0780, 2.8376, -2.6008)
F (5.1807, 3.2996, -3.2262)
C (3.0162, 3.7027, -2.3304)
F (3.1056, 5.0023, -2.6788)

Output
Gap between HOMO and LUMO (alpha / beta) = 4.86 / 4.20 eV
⟨S²⟩ = 4.15
Lowest unoccupied orbital energy (alpha / beta) = 0.006 / 0.002 Eh
Total charge = 0
Energy above the lowest of the compared OMol25 structures with the same formula, charge and spin = 237.8 kJ/mol
HOMO energy (alpha / beta) = -4.71 / -4.14 eV
Spin multiplicity = 4

2.
Computed, not measured: a structure of composition C17H25MoN2O2S8 at a distorted geometry, with ωB97M-V/def2-TZVPD.

CARTESIAN COORDINATES (ANGSTROEM)
Mo (0.5193, -0.4942, 0.2373)
C (3.8480, -0.1899, 1.5347)
C (3.1041, -0.5990, 2.7888)
S (1.3403, -0.1912, 2.7437)
C (1.3004, 1.5682, 3.1848)
C (1.5811, 2.5432, 2.0505)
S (0.6257, 2.1744, 0.5445)
C (1.8180, 2.7892, -0.6679)
C (1.3934, 2.2990, -2.0389)
S (1.1680, 0.5010, -2.1390)
C (2.8724, -0.0599, -2.4523)
C (3.7714, -0.0927, -1.2331)
S (3.0157, -1.0100, 0.1471)
H (4.8823, -0.5353, 1.5707)
H (3.8443, 0.8899, 1.3898)
H (3.5296, -0.1492, 3.6856)
H (3.1266, -1.6828, 2.9151)
H (2.0174, 1.7127, 3.9936)
H (0.3006, 1.7205, 3.5846)
H (2.6350, 2.5393, 1.7771)
H (1.3170, 3.5527, 2.3663)
H (2.8192, 2.4529, -0.4095)
H (1.8049, 3.8804, -0.6421)
H (2.1113, 2.5805, -2.8095)
H (0.4312, 2.7278, -2.3236)
H (3.2911, 0.5880, -3.2233)
H (2.7573, -1.0540, -2.8770)
H (4.0072, 0.9099, -0.8845)
H (4.7087, -0.5887, -1.4891)
S (1.2741, -5.0940, -0.3905)
C (0.9190, -3.5335, -0.1592)
S (0.4693, -2.7410, 1.3016)
S (0.8504, -2.3176, -1.4195)
N (-5.6524, -1.7144, -3.2150)
C (-5.3624, -0.6191, -2.4974)
S (-6.4089, 0.6045, -2.2113)
C (-3.9870, -0.6013, -1.9095)
C (-3.4067, -1.7468, -1.3773)
C (-2.1484, -1.6737, -0.8154)
N (-1.4403, -0.5358, -0.7770)
C (-2.0139, 0.5709, -1.2757)
C (-3.2674, 0.5857, -1.8429)
H (-6.5636, -1.7845, -3.6382)
H (-4.9490, -2.3852, -3.4727)
H (-3.9335, -2.6910, -1.3610)
H (-1.6864, -2.5414, -0.3703)
H (-1.4500, 1.4885, -1.1795)
H (-3.6995, 1.5043, -2.2122)
C (-3.0637, -0.8580, 2.7877)
O (-1.9393, -1.1467, 1.9331)
C (-1.1328, -0.1242, 1.6538)
O (-1.3347, 0.9752, 2.1445)
H (-3.5911, -1.8000, 2.8940)
H (-3.7024, -0.1045, 2.3300)
H (-2.7206, -0.4993, 3.7555)

Output
Gap between HOMO and LUMO = 6.49 eV
Lowest unoccupied orbital energy = -0.129 Eh
Total charge = +1
Energy above the lowest of the compared OMol25 structures with the same formula, charge and spin = 0.0 kJ/mol
HOMO energy = -10.01 eV

3.
Computed, not measured: an isolated molecule of C17H25N3O2, with ωB97M-V/def2-TZVPD.

CARTESIAN COORDINATES (ANGSTROEM)
C (-1.0205, -2.9726, 1.2148)
C (-2.2865, -3.2282, 0.4064)
C (-2.3129, -2.4530, -0.9124)
N (-2.3074, -1.0153, -0.6868)
C (-1.1615, -0.3118, -0.7889)
C (-1.1198, 1.0523, -0.5379)
C (-2.3108, 1.7106, -0.1847)
C (-3.4832, 0.9834, -0.0922)
C (-4.6968, 1.6066, 0.2591)
N (-5.6758, 2.1310, 0.5498)
C (-3.5436, -0.4358, -0.3428)
O (-4.5358, -1.1356, -0.2833)
C (-2.3232, 3.1851, 0.0790)
H (-3.3327, 3.5236, 0.2955)
H (-1.9505, 3.7298, -0.7874)
H (-1.6900, 3.4261, 0.9329)
C (0.1880, 1.7945, -0.7153)
N (1.3286, 0.9894, -0.2834)
C (1.3647, 0.8409, 1.1661)
C (2.4122, -0.1954, 1.5544)
C (3.7818, 0.2295, 1.0333)
C (3.7377, 0.5108, -0.4720)
C (3.6084, -0.7701, -1.2939)
H (4.4522, -1.4262, -1.0936)
H (3.6040, -0.5375, -2.3563)
H (2.6944, -1.3066, -1.0591)
C (2.6010, 1.4934, -0.7755)
H (2.8356, 2.4714, -0.3215)
H (2.5218, 1.6349, -1.8570)
H (4.6751, 1.0002, -0.7596)
H (4.0928, 1.1384, 1.5545)
H (4.5207, -0.5447, 1.2443)
H (2.1335, -1.1637, 1.1378)
H (2.4387, -0.2930, 2.6404)
H (1.5982, 1.8053, 1.6487)
H (0.3753, 0.5249, 1.5072)
H (0.3259, 2.0249, -1.7793)
H (0.1571, 2.7491, -0.1727)
O (-0.0775, -1.0034, -1.1400)
H (0.7104, -0.4010, -0.9730)
H (-1.4506, -2.7061, -1.5289)
H (-3.2382, -2.6859, -1.4448)
H (-2.3621, -4.2904, 0.1687)
H (-3.1653, -2.9505, 0.9901)
H (-1.0149, -3.5907, 2.1092)
H (-0.1372, -3.2079, 0.6248)
H (-0.9615, -1.9311, 1.5256)

Output
Gap between HOMO and LUMO = 8.56 eV
Lowest unoccupied orbital energy = 0.017 Eh
Total charge = 0
Energy above the lowest of the compared OMol25 structures with the same formula, charge and spin = 95.4 kJ/mol
HOMO energy = -8.09 eV

4.
Computed, not measured: an isolated molecule of C17H25N3O2, with ωB97M-V/def2-TZVPD.

CARTESIAN COORDINATES (ANGSTROEM)
C (3.7179, 0.9404, 4.4965)
C (3.0964, 1.0674, 3.1387)
C (3.5660, 0.3170, 2.0722)
C (3.0098, 0.4070, 0.8108)
C (1.9471, 1.2773, 0.5706)
C (1.4829, 2.0420, 1.6452)
C (2.0332, 1.9450, 2.9112)
C (1.4940, 2.7889, 4.0271)
H (2.2756, 3.4289, 4.4352)
H (1.1251, 2.1610, 4.8378)
H (0.6788, 3.4183, 3.6786)
H (0.6830, 2.7498, 1.4848)
N (1.3764, 1.4558, -0.6823)
C (-0.0499, 1.7014, -0.7766)
H (-0.2476, 2.7669, -0.9663)
C (-0.6984, 0.8722, -1.9033)
N (-0.1607, -0.4697, -1.9278)
C (-0.7582, -1.5168, -1.2745)
O (-0.1326, -2.4177, -0.7542)
N (-2.1519, -1.4616, -1.2458)
C (-2.7968, -2.4247, -0.3667)
H (-2.2219, -2.4934, 0.5567)
H (-2.8342, -3.4198, -0.8320)
C (-4.2154, -1.9292, -0.0887)
O (-4.9536, -1.7716, -1.2810)
C (-4.3133, -0.8790, -2.1599)
H (-4.9286, -0.8420, -3.0604)
C (-2.8963, -1.3544, -2.4905)
H (-2.4062, -0.6678, -3.1790)
H (-2.9634, -2.3431, -2.9709)
H (-4.2679, 0.1247, -1.7073)
H (-4.7657, -2.6522, 0.5147)
H (-4.1661, -0.9683, 0.4463)
C (1.2857, -0.5419, -2.1037)
H (1.6676, -1.2784, -1.3915)
C (1.9227, 0.8293, -1.8574)
H (1.7314, 1.4914, -2.7101)
H (3.0029, 0.7326, -1.7585)
H (1.5079, -0.8891, -3.1206)
H (-1.7701, 0.8382, -1.7196)
H (-0.5244, 1.3405, -2.8777)
H (-0.5217, 1.4255, 0.1715)
H (3.4057, -0.2213, 0.0292)
H (4.3854, -0.3703, 2.2307)
H (4.5217, 0.2086, 4.4822)
H (2.9781, 0.6263, 5.2327)
H (4.1267, 1.8959, 4.8255)

Output
Gap between HOMO and LUMO = 8.15 eV
Lowest unoccupied orbital energy = 0.026 Eh
Total charge = 0
Energy above the lowest of the compared OMol25 structures with the same formula, charge and spin = 178.5 kJ/mol
HOMO energy = -7.45 eV

5.
Computed, not measured: a cluster of 2 separate species, C17H25N4 in total at a distorted geometry, with ωB97M-V/def2-TZVPD.

CARTESIAN COORDINATES (ANGSTROEM)
C (1.2516, -1.7219, 2.0390)
N (-0.1747, -1.7434, 1.6944)
C (-1.1299, -1.5340, 2.7831)
C (-0.5458, -2.0141, 0.4600)
C (-1.9183, -2.3905, 0.1148)
C (-2.9911, -1.4815, 0.2727)
C (-4.2978, -1.8744, -0.0026)
C (-4.5713, -3.1803, -0.4315)
C (-3.5175, -4.0883, -0.6051)
C (-2.2040, -3.6968, -0.3568)
H (1.3589, -1.2954, 3.0395)
H (1.6856, -2.7335, 2.0208)
H (1.7992, -1.1094, 1.3063)
H (-0.5514, -1.4085, 3.7030)
H (-1.7232, -0.6257, 2.6142)
H (-1.8220, -2.3795, 2.9041)
H (0.2671, -2.2705, -0.2289)
H (-2.7763, -0.4595, 0.5958)
H (-5.1123, -1.1572, 0.1113)
H (-5.5990, -3.4866, -0.6416)
H (-3.7288, -5.1106, -0.9266)
H (-1.3739, -4.3917, -0.5033)
C (3.6804, 2.8826, 2.2215)
C (2.5047, 3.1101, 1.5200)
N (2.8439, 3.1025, 0.1845)
C (1.9439, 3.2921, -0.9664)
C (1.5105, 1.9433, -1.5671)
C (0.6303, 2.1536, -2.8169)
C (-0.3687, 0.9892, -2.8024)
C (-0.3279, 0.4282, -1.3677)
N (0.7406, 1.0953, -0.7090)
C (4.2028, 2.8705, 0.1015)
N (4.7117, 2.7371, 1.3196)
H (3.8059, 2.8281, 3.2907)
H (1.4992, 3.2771, 1.8659)
H (1.0663, 3.8659, -0.6279)
H (2.4951, 3.8576, -1.7383)
H (2.4428, 1.4246, -1.8792)
H (0.0989, 3.1127, -2.7468)
H (1.2461, 2.1780, -3.7215)
H (-1.3794, 1.3074, -3.0724)
H (-0.0459, 0.2066, -3.4995)
H (-1.2961, 0.5894, -0.8572)
H (-0.1714, -0.6614, -1.3825)
H (1.1331, 0.7304, 0.1477)
H (4.7082, 2.8324, -0.8588)

Output
Gap between HOMO and LUMO = 6.25 eV
Lowest unoccupied orbital energy = -0.167 Eh
Total charge = +1
Energy above the lowest of the compared OMol25 structures with the same formula, charge and spin = 149.2 kJ/mol
HOMO energy = -10.81 eV

6.
Computed, not measured: a structure of composition C17H26Br22FInNO at a distorted geometry, with ωB97M-V/def2-TZVPD.

CARTESIAN COORDINATES (ANGSTROEM)
C (0.9917, -0.8226, 1.1264)
C (1.9455, -0.4952, 0.4618)
C (3.0223, 0.3269, -0.1604)
C (2.5378, 1.0907, -1.4275)
C (1.0391, 1.4779, -1.4418)
In (-0.2198, 0.4234, -2.9304)
Br (0.2235, 1.4256, -5.3362)
C (0.0866, -1.7722, -3.0841)
C (1.4363, -2.3118, -2.6140)
F (1.2156, -3.3899, -1.7102)
C (-2.3508, 0.9214, -2.4224)
C (-2.6955, 0.5467, -0.9776)
O (-3.3533, 1.6179, -0.2673)
C (-3.6094, -0.6788, -0.8356)
N (-3.2859, -1.8168, -1.6792)
H (0.2245, -1.4358, 1.5395)
H (3.8032, -0.3670, -0.4819)
H (3.5065, 1.0236, 0.5071)
H (2.7862, 0.5009, -2.3154)
H (3.1340, 2.0063, -1.4971)
H (0.9924, 2.5383, -1.7166)
H (0.5515, 1.4081, -0.4673)
H (-0.0004, -2.0210, -4.1487)
H (-0.7006, -2.3533, -2.6015)
H (1.9840, -2.7477, -3.4534)
H (2.0475, -1.6037, -2.0538)
H (-3.0478, 0.4388, -3.1199)
H (-2.4726, 1.9986, -2.5927)
H (-1.7751, 0.3519, -0.4036)
H (-3.2824, 2.4193, -0.7910)
H (-3.5115, -1.0344, 0.1974)
H (-4.6618, -0.3991, -0.9448)
H (-2.5029, -2.3510, -1.3387)
H (-3.1892, -1.5731, -2.6526)
C (0.0135, 0.3987, 5.3105)
Br (1.1515, 1.8071, 5.9761)
Br (-1.7446, 1.0489, 4.8665)
Br (0.8199, -0.5281, 3.8231)
H (-0.1065, -0.3185, 6.1116)
C (-2.1705, -2.3091, 8.1335)
Br (-1.0331, -0.9025, 8.8016)
Br (-3.9302, -1.6655, 7.6923)
Br (-1.3608, -3.2371, 6.6588)
H (-2.2871, -3.0252, 8.9344)
C (-1.0674, -7.1102, 8.1678)
Br (0.5582, -6.2113, 7.6658)
Br (-0.7161, -8.6636, 9.2494)
Br (-2.3230, -5.9241, 9.0274)
H (-1.5340, -7.4558, 7.2566)
C (-7.1494, -2.2926, -3.6304)
Br (-5.9079, -0.8458, -3.8695)
Br (-6.2493, -3.9546, -3.2703)
Br (-8.4631, -1.8866, -2.2780)
H (-7.6820, -2.4149, -4.5619)
C (3.5644, 3.8387, -6.0619)
Br (5.1419, 4.7753, -6.6832)
Br (4.0168, 2.3424, -4.9529)
Br (2.3267, 5.0239, -5.1907)
H (3.0662, 3.4454, -6.9367)
C (5.5671, -0.7795, 3.0761)
Br (5.4366, -0.1059, 4.8834)
Br (6.2805, -2.5737, 3.0398)
Br (3.8800, -0.6543, 2.1359)
H (6.2779, -0.1504, 2.5587)
C (2.9172, 9.4606, -4.9594)
Br (3.6369, 10.7115, -3.6804)
Br (4.2456, 8.2064, -5.5585)
Br (1.3466, 8.5744, -4.2804)
H (2.6083, 10.0333, -5.8216)

Output
Gap between HOMO and LUMO = 6.12 eV
Lowest unoccupied orbital energy = 0.033 Eh
Total charge = -1
HOMO energy = -5.23 eV